This record from the Open Molecules 2025 dataset describes a cluster of 3 separate species, C14H28F4N2O6P in total. The level of theory is ωB97M-V/def2-TZVPD.

```
55
Properties=species:S:1:pos:R:3:forces:R:3:mulliken_charge:R:1
N 0.303 -2.098 0.985 -0.45 0.43 0.14 -0.7430
P -1.237 -2.029 0.738 0.57 0.00 -0.32 0.4477
N -1.921 -0.617 0.120 -0.48 0.06 0.46 0.4258
C -1.740 0.434 1.125 0.24 -0.20 -0.32 -1.0757
O -2.230 1.668 0.649 -0.21 0.20 0.50 -0.1133
C -1.354 2.644 0.471 0.49 -0.62 -0.30 0.8721
F -0.680 2.979 1.607 -0.11 0.00 0.10 -0.3017
F -0.390 2.299 -0.412 0.11 0.15 0.03 -0.2331
F -1.972 3.712 0.036 -0.21 0.46 -0.15 -0.2690
C -3.302 -0.831 -0.443 0.30 0.07 0.00 0.0435
C -4.427 -0.640 0.595 -0.11 -0.21 -0.02 -0.8582
C -5.046 0.722 0.742 0.00 0.14 -0.07 0.6426
O -4.940 1.467 1.662 -0.18 -0.15 -0.35 -0.5368
F -5.894 0.996 -0.280 0.19 0.01 0.44 -0.2464
C -3.555 -0.061 -1.801 -0.06 -0.56 0.16 0.0673
O -3.388 1.162 -1.774 0.05 0.34 -0.17 -0.6684
O -3.918 -0.835 -2.708 -0.04 0.23 -0.03 -0.8532
H 0.768 -1.260 0.649 0.26 -0.25 -0.07 0.2071
H -1.975 -2.279 1.921 -0.06 -0.25 0.04 0.0073
H -1.751 -2.995 -0.136 -0.10 -0.05 -0.01 0.0772
H -0.671 0.492 1.344 -0.10 0.04 0.04 0.3200
H -2.269 0.233 2.066 -0.12 0.01 -0.14 0.3887
H -3.342 -1.875 -0.750 0.06 0.03 0.13 0.6514
H -4.098 -0.939 1.593 -0.01 0.01 -0.05 0.3318
H -5.226 -1.324 0.296 -0.03 0.14 0.01 0.4451
C 1.637 -0.055 -5.666 0.02 0.00 0.06 -0.9998
C 0.200 -0.447 -5.352 -0.09 0.01 -0.04 -0.3800
O -0.070 -0.616 -3.981 0.10 -0.08 0.00 -0.4356
C 0.130 0.524 -3.158 0.03 0.14 0.08 0.2243
C -0.687 1.741 -3.552 -0.11 -0.14 -0.24 -1.0564
H 2.331 -0.791 -5.257 0.01 0.00 0.00 0.2721
H 1.779 -0.003 -6.747 0.00 -0.02 -0.01 0.3942
H 1.894 0.920 -5.250 -0.02 0.02 -0.02 0.2539
H -0.021 -1.417 -5.800 -0.01 0.00 -0.02 0.3536
H -0.493 0.276 -5.801 0.02 0.01 0.03 0.3123
H 1.199 0.779 -3.123 0.02 -0.02 0.00 0.3242
H -0.158 0.199 -2.159 -0.05 -0.01 0.00 -0.2385
H -0.427 2.104 -4.550 0.07 0.01 0.01 0.3974
H -0.499 2.548 -2.847 -0.02 0.01 0.04 0.3541
H -1.753 1.506 -3.528 0.02 0.04 0.08 0.2081
C 4.170 -1.419 5.545 -0.05 0.04 -0.01 -1.0229
C 4.193 -1.819 4.078 0.08 -0.01 0.02 -0.3700
O 3.132 -1.292 3.315 0.00 -0.06 0.00 -0.3566
C 3.039 0.116 3.245 -0.06 0.07 -0.01 0.0113
C 4.254 0.794 2.633 0.03 -0.07 -0.01 -1.1292
H 3.224 -1.710 6.003 0.00 0.00 0.01 0.2859
H 4.983 -1.915 6.078 0.00 -0.02 0.00 0.3853
H 4.295 -0.343 5.679 0.03 0.00 -0.01 0.2676
H 4.082 -2.900 3.991 0.02 -0.01 0.00 0.3289
H 5.163 -1.562 3.633 -0.02 0.03 0.01 0.2980
H 2.823 0.544 4.233 0.03 -0.02 0.01 0.2799
H 2.163 0.298 2.623 -0.01 0.01 0.01 0.0241
H 5.154 0.650 3.233 -0.01 0.03 0.02 0.2979
H 4.075 1.867 2.554 -0.02 0.01 -0.01 0.4002
H 4.444 0.400 1.634 0.00 0.00 0.00 0.2870
```
Forces are in eV/Å.

Summary:
Charge: -1
Gap between HOMO and LUMO in eV: 7.60
Max |F| in eV/A: 0.8
E in eV: -50396.9352
Molecular weight in g mol⁻¹: 427.35


This record from the Open Molecules 2025 dataset describes the molecule C4H9NO2. The level of theory is ωB97M-V/def2-TZVPD.

```
16
Properties=species:S:1:pos:R:3:forces:R:3:mulliken_charge:R:1
C 1.858 1.089 1.519 0.12 0.00 -0.02 -0.8450
N 0.453 0.624 1.444 -0.11 0.12 0.08 -0.0770
C 0.225 -0.609 0.694 0.00 -0.10 -0.05 -1.0607
C -0.572 -0.337 -0.409 0.03 0.02 0.11 0.9375
O -1.036 0.807 -0.645 0.12 -0.16 0.06 -0.7875
O -0.838 -1.388 -1.227 0.07 0.09 0.13 -0.3541
C -1.674 -1.080 -2.330 -0.19 0.02 -0.27 -0.6056
H 2.448 0.337 2.045 -0.08 0.12 -0.08 0.3310
H 1.915 2.047 2.045 -0.02 -0.13 -0.06 0.3492
H 2.227 1.187 0.498 -0.05 0.00 0.13 0.3071
H -0.134 1.272 0.856 0.07 -0.05 0.06 0.3807
H 0.048 0.607 2.383 0.05 -0.02 -0.14 0.2883
H 0.744 -1.509 0.980 -0.11 0.11 -0.05 0.3713
H -1.839 -2.026 -2.851 0.02 0.15 0.07 0.2211
H -1.197 -0.360 -3.003 -0.06 -0.10 0.09 0.2706
H -2.629 -0.660 -1.999 0.12 -0.08 -0.05 0.2733
```
Forces are in eV/Å.

Summary:
SMILES: C[NH2+]/C=C(\[O-])OC
ΔE to the lowest compared entry with this formula, charge and spin in eV: 2.554
Gap between HOMO and LUMO in eV: 7.95
Max |F| in eV/A: 0.3
E in eV: -9877.5062
Molecular weight in g mol⁻¹: 103.12


This record from the Open Molecules 2025 dataset describes a structure of composition C25H32CaFI2N5O3S2 at a distorted geometry. The level of theory is ωB97M-V/def2-TZVPD.

```
71
Properties=species:S:1:pos:R:3:forces:R:3:mulliken_charge:R:1
Ca -1.197 0.720 -2.852 0.84 0.00 -1.68 0.9672
I -4.407 -1.860 -1.493 -0.01 0.06 0.16 0.0406
C -3.373 -3.090 -2.861 -0.10 -0.01 -0.18 -0.5117
I -1.554 -3.942 -2.208 0.11 0.03 0.11 0.0353
H -3.137 -2.456 -3.708 0.03 -0.01 -0.07 -0.0850
H -4.031 -3.907 -3.123 0.01 0.03 -0.05 0.4669
C -2.350 1.876 4.833 -0.11 -0.03 0.14 -0.9746
C -1.318 2.436 3.873 0.15 0.05 -0.27 -0.9919
N -1.226 1.677 2.626 0.03 -0.12 0.18 0.1704
C -1.861 2.144 1.520 -0.10 0.20 -0.08 -0.0114
C -1.928 1.554 0.300 0.14 -0.17 0.19 -0.4133
C -2.744 2.329 -0.776 0.11 -0.36 0.28 0.1627
O -3.211 3.395 -0.401 -0.19 0.14 -0.07 -0.7579
O -2.839 1.746 -1.892 -0.55 0.50 0.53 -0.7300
C -1.261 0.284 0.147 0.12 -0.36 0.28 1.6680
O -1.165 -0.397 -0.882 -0.16 0.08 0.57 -1.0437
C -0.600 -0.255 1.376 -0.21 0.14 -0.65 0.4699
C 0.050 -1.485 1.263 -0.03 0.13 0.10 -0.5025
C 0.712 -1.989 2.344 -0.13 0.23 0.21 0.3290
F 1.294 -3.206 2.267 0.05 -0.09 -0.01 -0.3471
C 0.797 -1.273 3.549 0.14 -0.31 -0.19 -1.4065
C 0.142 -0.064 3.662 -0.09 0.17 -0.18 -0.4509
C -0.580 0.457 2.573 0.11 -0.04 0.21 0.0614
N 1.570 -1.750 4.651 -0.03 0.19 0.06 0.3655
C 2.708 -2.628 4.430 -0.02 -0.04 0.01 -0.7354
C 3.608 -2.546 5.685 0.02 0.17 0.18 -0.6204
N 3.142 -1.353 6.473 -0.15 0.03 -0.19 -0.1554
C 1.791 -1.636 7.066 0.25 0.02 0.03 -0.7427
C 0.890 -2.076 5.890 -0.08 -0.15 0.01 -0.5562
H -2.359 2.461 5.754 -0.02 0.00 0.00 0.3723
H -2.151 0.835 5.093 0.06 0.00 -0.03 0.2722
H -3.346 1.916 4.395 0.01 0.03 -0.03 0.3267
H -0.324 2.487 4.323 -0.03 -0.01 0.03 0.3981
H -1.573 3.456 3.587 -0.03 -0.01 0.07 0.4791
H -2.362 3.101 1.623 -0.01 -0.01 -0.01 0.5307
H 0.010 -2.009 0.317 0.00 -0.02 -0.02 0.5041
H 0.222 0.499 4.582 0.04 -0.05 0.03 0.4878
H 3.250 -2.299 3.547 -0.02 -0.01 0.00 0.4837
H 2.417 -3.673 4.290 0.03 0.00 -0.08 0.4547
H 4.661 -2.408 5.455 -0.02 -0.05 -0.07 0.3591
H 3.490 -3.409 6.336 0.07 -0.01 0.00 0.3218
H 2.970 -0.621 5.771 0.06 0.03 0.05 0.3682
H 3.818 -1.020 7.156 -0.01 -0.14 0.07 0.3064
H 1.462 -0.723 7.559 -0.09 -0.01 -0.04 0.3933
H 1.923 -2.424 7.806 -0.03 0.06 0.05 0.3616
H -0.067 -1.562 5.940 0.02 -0.01 -0.03 0.4567
H 0.698 -3.155 5.960 -0.06 0.02 0.01 0.2952
C 3.654 1.408 -3.919 0.11 0.03 -0.01 -1.5915
C 2.140 1.418 -3.998 -0.40 -0.61 0.21 0.5198
S 1.389 -0.104 -3.349 0.26 0.48 -0.03 -0.4313
C 1.458 2.454 -4.514 -0.62 -0.01 -0.08 0.4326
C 2.167 3.671 -5.054 0.02 0.08 -0.05 -1.3573
S -0.336 2.588 -4.685 0.70 -0.11 0.15 -0.4053
H 3.995 0.505 -3.418 -0.03 -0.01 0.00 0.3057
H 4.049 2.264 -3.362 -0.03 0.02 0.01 0.3282
H 4.121 1.431 -4.909 -0.02 0.00 -0.02 0.3264
H 3.249 3.635 -4.926 0.02 -0.01 0.00 0.3611
H 1.789 4.577 -4.572 -0.01 -0.02 0.04 0.2472
H 1.954 3.789 -6.120 -0.01 -0.03 -0.01 0.2456
C -0.659 -0.366 -8.056 0.01 0.19 0.10 -0.8977
N -1.522 -0.259 -6.896 -0.23 -0.15 -0.14 0.2352
C -2.730 0.398 -6.824 0.22 0.04 -0.03 -0.2414
C -3.137 0.291 -5.533 0.05 0.02 0.06 -0.7009
N -2.204 -0.427 -4.814 -0.30 -0.26 0.13 -0.1702
C -1.256 -0.743 -5.674 0.20 0.21 0.05 -0.3323
H -0.992 0.360 -8.795 0.04 -0.02 -0.02 0.2999
H -0.693 -1.365 -8.489 -0.02 -0.02 0.01 0.3102
H 0.358 -0.116 -7.761 0.01 -0.02 -0.03 0.3370
H -3.136 0.920 -7.670 -0.05 0.00 -0.01 0.4114
H -3.997 0.737 -5.062 -0.03 -0.08 0.01 0.4336
H -0.322 -1.224 -5.425 -0.02 -0.01 0.03 0.4622
```
Forces are in eV/Å.

Summary:
ΔE to the lowest compared entry with this formula, charge and spin in eV: 3.976
Gap between HOMO and LUMO in eV: 2.33
Max |F| in eV/A: 1.9
E in eV: -99066.0329
Molecular weight in g mol⁻¹: 827.58